# C5H6N2S

One molecule with the formula C5H6N2S (wB97M-V/def2-TZVPD, the Open Molecules 2025 dataset).

Last column: Löwdin charge in e.
Geometry (Å):
C (-1.711, -1.195, 0.029)  -0.21
C (0.069, -0.437, -1.394)  -0.09
C (1.405, -0.686, -1.240)  -0.45
C (0.372, -0.771, 1.092)  -0.37
C (-0.627, -0.259, 0.018)  -0.58
N (-2.586, -1.927, -0.033)  0.18
N (-1.041, 1.130, 0.206)  0.07
S (2.042, -0.893, 0.345)  0.90
H (-0.425, -0.159, -2.288)  0.10
H (2.052, -0.657, -2.134)  0.08
H (0.409, -0.168, 2.002)  0.09
H (0.218, -1.719, 1.556)  0.07
H (-2.066, 1.094, -0.097)  0.12
H (-0.284, 1.624, -0.338)  0.11

Properties
HOMO energy   -8.6 eV
HOMO-LUMO gap   9.32 eV
SMILES string   N#C[C@]1(N)C=CSC1
Energy above the lowest of the compared OMol25 structures with the same formula, charge and spin   198.6 kJ/mol
2S+1   1